(1)
A cluster of 12 separate species, C19H66N10O12 in total in a non-equilibrium geometry. Source: OMol25; level of theory: wB97M-V/def2-TZVPD.

Last column: Löwdin charge in e.
Atoms and positions in Å:
C 6.42570 -4.78531 -2.10089  -0.100
O 5.16322 -5.40182 -2.45424  -0.187
C 4.03477 -4.53529 -2.62421  -0.170
C 3.58936 -3.79176 -1.34845  -0.446
C 3.39954 -4.49390 -0.02265  -0.035
N 2.30627 -3.25206 -1.60905  0.015
H 6.72114 -3.95988 -2.74856  0.075
H 7.23621 -5.51309 -2.13985  0.085
H 6.40813 -4.23751 -1.15870  0.072
H 4.22046 -3.82698 -3.43162  0.118
H 3.22113 -5.17159 -2.97235  0.123
H 4.26643 -2.93968 -1.28813  0.121
H 2.59601 -5.22946 -0.06011  0.090
H 3.09833 -3.83325 0.79031  0.081
H 4.32408 -5.00370 0.24833  0.072
H 2.33411 -2.53110 -2.31584  0.064
H 1.94176 -2.76639 -0.80199  0.034
C 4.04310 6.21989 2.09041  -0.073
O 3.36561 5.09545 1.40741  -0.193
C 2.01817 5.02140 1.92303  -0.197
C 1.22442 3.99421 1.08288  -0.365
C 1.38849 4.12961 -0.45091  -0.067
N -0.22381 4.22804 1.10086  0.006
H 5.10468 6.14520 1.85469  0.085
H 3.92608 6.19925 3.17392  0.080
H 3.66089 7.17252 1.72363  0.082
H 1.97934 4.87794 3.00286  0.121
H 1.58324 6.00062 1.72285  0.115
H 1.50108 2.98526 1.38878  0.143
H 2.36080 3.80282 -0.81961  0.074
H 1.21360 5.13840 -0.82490  0.086
H 0.70139 3.49070 -1.00569  0.050
H -0.42689 4.36100 2.08126  0.081
H -0.54036 5.05630 0.61725  0.093
C -4.99322 3.34226 5.59470  -0.083
O -5.17433 2.33849 4.56647  -0.174
C -4.28521 1.26507 4.76517  -0.217
C -2.84631 1.55957 4.22597  -0.403
C -2.82143 1.96331 2.76862  -0.067
N -1.94996 0.38061 4.36790  0.052
H -3.98817 3.72053 5.40794  0.070
H -4.90877 3.02397 6.63377  0.087
H -5.70847 4.15834 5.49209  0.089
H -4.29996 0.77343 5.73788  0.120
H -4.66660 0.38413 4.24887  0.111
H -2.37726 2.31801 4.85276  0.123
H -3.22229 1.16517 2.14382  0.078
H -1.77404 2.00372 2.46954  0.052
H -3.26453 2.95381 2.66534  0.084
H -1.11703 0.64449 3.86126  0.051
H -2.31023 -0.41982 3.86828  0.019
C 3.38387 0.25353 -2.70550  -0.016
O 2.13018 -0.48070 -3.03183  -0.303
C 1.55729 -0.42736 -4.32300  -0.142
C 1.49270 1.03528 -4.94791  -0.446
C 0.61014 1.91932 -4.12286  -0.074
N 0.91370 0.97862 -6.23832  0.026
H 3.07483 1.11381 -2.11177  0.076
H 3.95723 0.43008 -3.61555  0.093
H 3.92145 -0.36443 -1.98631  0.082
H 2.27126 -1.03594 -4.87797  0.119
H 0.61887 -0.98176 -4.31253  0.134
H 2.45758 1.53760 -5.01710  0.130
H 0.41178 2.82768 -4.69174  0.076
H 0.98075 2.16087 -3.12667  0.058
H -0.37730 1.45772 -4.12391  0.084
H 0.63416 1.89876 -6.54703  0.070
H 0.00929 0.52909 -6.24726  0.081
N 0.01370 -4.22819 -3.22396  0.147
C -1.28866 -4.12184 -2.90954  -0.742
N -1.34254 -3.65690 -1.68055  0.164
O -2.29682 -4.41191 -3.53678  0.008
H 0.71404 -3.84841 -2.60317  0.035
H 0.26798 -4.43917 -4.17838  0.103
H -0.44948 -3.52553 -1.22746  0.077
H -2.19119 -3.58966 -1.13707  0.080
N 0.51959 0.09049 -0.98741  0.202
C 0.08141 -0.78136 -0.12536  -0.734
N -0.95193 -0.28498 0.38524  0.208
O 0.64480 -1.85939 0.12849  -0.009
H 1.33264 -0.21629 -1.50213  0.067
H -0.16500 0.74203 -1.34368  0.087
H -1.30243 0.62500 0.12223  0.044
H -1.36110 -0.71165 1.20416  0.095
N -3.04432 -2.77363 4.37241  0.190
C -3.51634 -2.44762 3.20854  -0.780
N -4.78599 -2.69683 3.11847  0.188
O -2.85272 -2.07449 2.27041  0.030
H -3.69693 -3.04484 5.09397  0.119
H -2.05554 -2.71405 4.56952  0.134
H -5.29126 -2.80504 3.98628  0.113
H -5.33214 -2.58277 2.27657  0.129
O -3.49713 -2.24660 -0.43865  -0.062
H -3.31434 -2.26742 0.50071  -0.017
H -3.91048 -1.39555 -0.58390  -0.013
O 1.18115 -1.64576 3.14606  -0.055
H 1.12497 -0.71916 3.37948  0.014
H 1.08446 -1.65967 2.19386  -0.016
O -2.55926 -0.43260 -2.80381  -0.047
H -2.84985 -0.04267 -1.97935  -0.025
H -2.66112 -1.37527 -2.67250  0.019
O -4.44713 0.45053 -0.61680  -0.029
H -3.97720 1.28351 -0.57744  0.028
H -5.32313 0.65345 -0.28865  0.064
O -1.73244 2.18277 -0.32773  -0.058
H -1.23207 2.81046 0.19367  -0.002
H -2.04233 2.68811 -1.07929  0.073

E_tot	-2213.90491	hartree
E_LUMO	-0.07	eV
energy above the lowest of the compared OMol25 structures with the same formula, charge and spin	2.891	eV
HOMO energy	-8.25	eV
total charge	0

(2)
A cluster of 14 separate species, C19H66N14O14 in total in a non-equilibrium geometry. Source: OMol25; level of theory: wB97M-V/def2-TZVPD.

Last column: Löwdin charge in e.
Atoms and positions in Å:
C -1.80791 -3.52253 -3.52766  -0.576
O -2.14146 -4.65277 -3.18122  0.006
N -1.53650 -2.40404 -2.63052  0.139
N -1.68718 -3.18921 -4.90091  0.138
H -2.09419 -2.50941 -1.79552  0.067
H -1.60248 -1.45070 -3.06958  0.057
H -1.32836 -2.29569 -5.20752  0.056
H -1.73424 -3.84236 -5.66964  0.095
C -1.48158 3.51508 1.33875  -0.545
O -1.46716 2.64099 0.43177  -0.034
N -0.49649 4.55491 1.40040  0.158
N -2.43753 3.55773 2.32041  0.165
H 0.41390 4.38015 1.02206  0.092
H -0.46076 4.99632 2.30506  0.082
H -2.63092 4.42807 2.77029  0.098
H -3.21223 2.91189 2.18414  0.101
C -3.81694 -0.25532 2.86909  -0.516
O -2.63243 0.00402 3.15386  -0.019
N -4.61382 -1.13279 3.63581  0.148
N -4.46794 0.33431 1.64743  0.124
H -5.60360 -1.15502 3.54082  0.092
H -4.20186 -1.51576 4.45914  0.102
H -5.11726 -0.27624 1.10615  0.075
H -3.76158 0.54718 0.91938  0.063
C 4.13346 2.56267 -0.96087  -0.616
O 3.73145 3.60693 -0.41530  -0.014
N 5.46294 2.29096 -1.17789  0.162
N 3.23497 1.59875 -1.46137  0.149
H 6.12532 2.81975 -0.63540  0.108
H 5.69382 1.35897 -1.41508  0.056
H 2.29629 1.64896 -1.14294  0.054
H 3.49325 0.64238 -1.69303  0.063
C 1.19415 -3.38463 2.70235  -0.623
O 0.94627 -3.58130 3.88687  0.014
N 0.30062 -3.91526 1.69344  0.139
N 2.26264 -2.73100 2.22023  0.191
H -0.31757 -4.65814 2.02827  0.097
H 0.62344 -4.16474 0.78935  0.050
H 2.86337 -2.16003 2.76976  0.057
H 2.41185 -2.72855 1.22055  0.083
C 0.40004 0.69377 4.91376  -0.622
O 1.20515 0.89956 5.80112  0.010
N 0.12766 -0.57598 4.44889  0.177
N -0.37630 1.74339 4.28637  0.132
H -0.49670 -0.76777 3.69312  0.056
H 0.66445 -1.35959 4.80261  0.090
H -0.33486 2.57841 4.88331  0.092
H -1.29227 1.51364 3.94496  0.024
C -0.56517 0.66940 -4.55992  -0.552
O -1.56255 -0.07370 -4.59110  -0.022
N -0.06663 1.30970 -5.77012  0.133
N 0.15879 1.00003 -3.42525  0.179
H 0.22721 2.26839 -5.71124  0.077
H -0.54875 1.06759 -6.60120  0.071
H 0.03211 0.52815 -2.54318  0.045
H 1.07674 1.39396 -3.51770  0.088
C 1.02399 0.07241 0.84349  -0.075
C -0.29950 -0.45139 0.34907  -0.272
O -0.75443 0.28479 -0.81525  -0.140
H 1.25798 -0.38209 1.80040  0.039
H 1.05885 1.17727 0.91187  0.090
H 1.79196 -0.23878 0.14791  0.044
H -1.08055 -0.37299 1.11456  0.093
H -0.24423 -1.50362 0.05566  0.093
H -0.93128 1.15119 -0.42682  0.022
C 4.89311 1.26768 3.92298  -0.074
C 3.76165 0.24804 3.97193  -0.278
O 4.27671 -1.11392 3.80415  -0.129
H 4.60265 2.30502 3.67322  0.086
H 5.64716 0.89725 3.22434  0.060
H 5.35593 1.33621 4.90970  0.071
H 3.04089 0.31959 3.16547  0.085
H 3.20407 0.32115 4.91302  0.091
H 4.72269 -1.38205 4.63664  0.106
C -2.08748 3.96080 -2.52286  -0.081
C -0.93288 4.79119 -3.11337  -0.275
O -1.43071 5.41227 -4.32591  -0.120
H -2.94677 4.59544 -2.24269  0.093
H -1.77728 3.39985 -1.64043  0.040
H -2.39558 3.20584 -3.22451  0.043
H 0.01361 4.35064 -3.41966  0.093
H -0.66800 5.62669 -2.43883  0.113
H -1.99024 4.81049 -4.83649  0.070
C -4.70260 1.13723 -1.99524  -0.066
C -4.11588 -0.22863 -1.78256  -0.304
O -5.04086 -1.10491 -1.07599  -0.110
H -4.82747 1.68016 -1.07077  0.065
H -5.67505 1.09379 -2.48602  0.083
H -4.03120 1.69971 -2.64037  0.061
H -3.14706 -0.18622 -1.24109  0.088
H -3.86550 -0.74554 -2.73065  0.109
H -5.00221 -1.99829 -1.43284  0.078
C 1.79154 -2.00922 -2.63170  -0.085
C 1.73197 -3.38210 -1.98197  -0.282
O 2.90885 -3.57181 -1.15104  -0.110
H 2.77657 -1.87871 -3.11747  0.087
H 1.64568 -1.18733 -1.93139  0.043
H 1.02638 -1.87681 -3.41094  0.061
H 1.68143 -4.18709 -2.71604  0.117
H 0.83057 -3.41788 -1.35199  0.082
H 3.11889 -4.51525 -1.03459  0.095
C 5.30611 -0.51135 0.48506  -0.155
O 4.90012 -0.61964 -0.86873  -0.145
H 4.56681 -0.00814 1.17238  0.077
H 5.45074 -1.42610 1.06672  0.081
H 6.24749 0.03922 0.62416  0.079
H 4.63657 -1.51854 -1.08987  0.072
C -2.99988 -3.21023 1.57909  -0.160
O -3.09319 -4.61304 1.35662  -0.121
H -3.17461 -2.63178 0.66608  0.069
H -3.75800 -2.98198 2.30967  0.049
H -2.01028 -2.94913 1.98351  0.059
H -3.47294 -4.74283 0.47497  0.077

E_tot	-2583.68101	hartree
E_LUMO	0.35	eV
energy above the lowest of the compared OMol25 structures with the same formula, charge and spin	1.572	eV
HOMO energy	-9.57	eV
total charge	0

| no. | HOMO-LUMO gap (eV) |
| --- | --- |
| 1 | 8.18 |
| 2 | 9.92 |